[1]
Density functional theory data (wB97M-V/def2-TZVPD) for C4H10AgCl2O2 as an isolated structure.

```
19
Properties=species:S:1:pos:R:3:forces:R:3:nbo_charge:R:1
Ag 22.26663 -22.55265 20.97012 -0.1 -1.0 -1.2 0.8100
Cl 19.83464 -21.97467 19.68457 0.6 0.0 0.5 -0.9251
Cl 24.31955 -23.75194 19.72022 -0.6 0.2 0.5 -0.9024
C 20.29847 -20.88511 23.05527 -0.2 -0.1 -0.1 -0.2497
O 21.66541 -20.99792 22.72937 0.2 -0.2 0.2 -0.5781
C 22.50190 -19.90319 23.02066 -0.1 -0.4 0.1 -0.0881
C 23.87116 -20.22427 22.41502 -0.5 -0.4 0.0 -0.0827
O 23.83816 -20.68251 21.07561 -0.4 1.0 0.3 -0.5292
C 23.06276 -19.85914 20.21955 0.4 0.5 -0.9 -0.2892
H 19.78565 -20.21077 22.36710 0.0 0.2 0.1 0.1950
H 20.15136 -20.59432 24.09937 0.1 0.1 0.1 0.1501
H 19.86115 -21.86772 22.89345 0.0 0.0 0.0 0.2166
H 22.63399 -19.82468 24.10864 0.0 0.1 0.0 0.1666
H 22.04327 -18.96915 22.68086 0.1 0.0 -0.2 0.1710
H 24.25723 -21.09649 22.93980 0.2 0.2 0.3 0.2010
H 24.52211 -19.35893 22.56044 0.2 0.1 -0.2 0.1637
H 23.48657 -18.84737 20.16292 0.0 0.0 0.1 0.1497
H 21.99593 -19.78305 20.44510 0.1 -0.2 0.4 0.1967
H 23.12666 -20.29049 19.22108 0.1 -0.1 0.1 0.2242
```
Forces are in eV/Å.

total charge = -1
DFT total energy = -1376.31099 Ha
HOMO energy = -4.723 eV
LUMO = 3.0 eV
ΔE to the lowest compared entry with this formula, charge and spin = 0.0 kJ/mol

---

[2]
Density functional theory data (wB97M-V/def2-TZVPD) for C4H10AlBrNO2 as an isolated structure.

```
19
Properties=species:S:1:pos:R:3:forces:R:3:nbo_charge:R:1
C 3.25618 0.52887 0.37998 0.0 -0.1 0.0 -0.4088
N 1.99943 -0.18463 0.58105 0.1 0.1 -0.2 -0.6333
C 1.26216 -0.50537 -0.65897 0.1 -0.1 0.0 -0.7936
Al -0.66730 -1.03395 -0.46331 0.1 -0.2 -0.1 1.6689
O -1.40604 -0.68719 1.11660 0.0 0.1 0.1 -0.9380
C -2.60929 -0.00673 0.91357 0.0 0.0 -0.1 -0.1128
C -2.45174 0.83117 -0.37027 0.2 -0.1 0.1 0.1822
Br -4.36076 1.30441 -1.00835 -0.1 0.0 -0.1 -0.2601
O -1.75079 0.17988 -1.29643 -0.1 0.1 0.0 -0.8804
H 4.13907 -0.12693 0.32487 0.0 0.0 -0.1 0.1520
H 3.21330 1.08203 -0.55971 0.0 0.0 0.0 0.1860
H 3.43055 1.25352 1.18242 0.0 0.0 0.0 0.1732
H 2.19624 -1.04934 1.06509 -0.2 0.1 0.2 0.3394
H 1.26048 0.40581 -1.27108 -0.1 0.0 0.0 0.1867
H 1.80002 -1.25842 -1.26725 0.1 0.1 0.0 0.1522
H -0.91257 -2.53422 -1.02548 0.0 0.0 0.0 -0.4708
H -2.85358 0.65843 1.75157 0.0 0.0 0.0 0.1549
H -3.44734 -0.70500 0.78000 0.0 0.0 0.0 0.1527
H -2.09803 1.84766 -0.17429 0.0 0.0 0.0 0.1496
```
Forces are in eV/Å.

total charge = -1
DFT total energy = -3180.22262 Ha
HOMO energy = -4.616 eV
LUMO = 3.4 eV
ΔE to the lowest compared entry with this formula, charge and spin = 215.4 kJ/mol

---

[3]
Density functional theory data (wB97M-V/def2-TZVPD) for C4H10AlO2S2Ti as an isolated structure.

```
20
Properties=species:S:1:pos:R:3:forces:R:3:nbo_charge:R:1
C -2.59809 0.10520 -1.75074 1.5 0.0 -0.6 -0.7224
C -1.70372 -1.10665 -1.15812 -3.5 -1.9 1.8 0.7846
O -2.32016 -1.94623 -0.45421 3.2 3.0 -2.5 -0.5334
O -0.31680 -1.22567 -1.45987 -1.6 0.6 1.6 -0.5536
C 0.49137 -1.24749 -0.23898 1.6 -0.7 -0.8 -0.0914
C 1.20601 0.18355 -0.12059 -1.0 0.6 -0.9 -0.9428
Al 1.54575 0.86142 1.77506 -1.4 -0.2 0.8 1.1463
S 0.06214 2.57911 2.23456 -0.1 -0.4 -1.4 -0.5753
S 1.55956 -0.74379 3.38647 0.0 -0.4 -0.4 -0.5720
H -3.31983 0.49462 -0.96082 0.9 -1.0 -1.1 0.2659
H -3.13082 -0.27970 -2.69674 0.7 0.6 1.6 0.2655
H -1.93612 0.98761 -2.06526 -0.9 -1.3 0.3 0.2053
H 1.30891 -2.04499 -0.41371 -1.3 1.2 0.4 0.2205
H -0.08609 -1.57569 0.68500 0.5 0.8 -1.3 0.2588
H 0.54085 0.94770 -0.66533 0.8 -0.9 0.6 0.2434
H 2.22821 0.14858 -0.65931 -0.4 -1.0 -0.2 0.0179
H 3.03579 1.49738 1.74448 0.8 0.4 -1.1 -0.3651
H -0.70672 2.60637 1.05846 0.9 -0.2 1.1 0.1504
H 0.94761 -1.91072 2.95964 0.4 1.1 -0.1 0.1807
Ti 3.19216 1.66938 -1.19998 -1.1 -0.4 2.1 1.6165
```
Forces are in eV/Å.

total charge = +1
DFT total energy = -2196.66794 Ha
HOMO energy = -11.629 eV
LUMO = -7.8 eV

---

[4]
Density functional theory data (wB97M-V/def2-TZVPD) for C4H10AsF8N3O6S2Tl as an isolated structure.

```
35
Properties=species:S:1:pos:R:3:forces:R:3:lowdin_spin:R:1
Tl -2.15104 -0.08232 -0.28543 0.0 0.5 1.2 -0.0018
As -0.80341 4.04127 1.63719 -0.5 1.0 -1.1 0.0000
F -0.28010 5.63413 2.21865 0.1 -1.8 -0.2 0.0000
F -2.06773 4.84913 0.73394 0.2 0.1 0.3 0.0000
F -1.39863 2.58005 0.80227 0.2 -0.6 0.9 0.0002
F 0.49888 3.09389 2.57796 -1.6 1.7 -1.5 0.0000
F -1.94631 3.84704 2.94965 1.1 -0.3 -0.5 0.0000
F 0.17729 4.17357 0.14467 0.3 0.0 1.5 0.0000
N -0.70429 -2.41930 -0.65546 -2.2 -1.5 -5.1 0.1041
S 0.67349 -3.00785 -0.42496 7.2 -1.4 6.6 0.0044
O 1.73700 -2.39323 -1.26269 -1.7 -1.4 1.6 0.0024
O 0.82268 -4.40664 0.06818 -0.5 3.5 -2.4 0.0225
F 0.71790 -2.22001 0.97812 1.2 0.0 -0.2 0.0007
S -0.76472 -3.29288 -2.19546 -6.0 -1.8 -3.3 -0.0008
O -1.17641 -4.68316 -2.11666 1.2 2.0 0.9 0.0034
O 0.04890 -2.94760 -3.32789 0.1 0.7 1.4 -0.0006
F -2.20130 -2.59012 -2.56626 0.9 0.1 0.3 -0.0011
O -0.80126 -0.06404 2.20238 -1.5 -0.9 -0.4 0.0009
C -0.14263 -0.27992 3.22439 0.7 -1.5 -1.0 0.0000
N 0.69905 0.63288 3.57315 1.7 0.9 1.8 0.0000
C -0.04865 -1.64320 3.93142 -1.0 -0.1 -0.8 0.0000
H 0.66786 1.50342 3.06198 0.2 0.4 0.2 0.0000
H 1.31260 0.46351 4.35736 -0.1 0.4 -0.2 0.0000
H -0.59849 -1.67224 4.87213 -0.5 0.0 -0.3 0.0000
H 0.90563 -2.11118 4.17314 0.5 0.9 -0.3 0.0000
H -0.45771 -2.27130 3.14006 -0.5 -0.5 0.6 0.0000
O -0.40638 -0.19813 -2.57409 -1.2 -0.5 0.9 0.6785
C 0.58699 0.29251 -3.11974 3.0 1.8 -1.6 0.0798
N 1.81614 -0.06096 -2.82564 -1.3 0.1 0.3 0.0230
C 0.24166 1.33741 -4.20107 0.1 -1.7 -1.0 0.0687
H 1.85665 -0.70223 -2.04640 0.6 -0.9 0.3 0.0005
H 2.64060 0.13658 -3.37460 -0.3 0.3 0.0 0.0015
H 0.90296 1.29048 -5.06627 1.0 -0.3 0.5 0.0122
H 0.20790 2.39248 -3.92944 -0.8 -0.4 0.5 0.0013
H -0.56512 0.77798 -4.67461 -1.2 1.3 0.1 0.0000
```
Forces are in eV/Å.

total charge = 0
DFT total energy = -4777.62525 Ha
HOMO energy (spin up / spin down) = -10.198 / -10.195 eV
LUMO (spin up / spin down) = -1.5 / -6.7 eV
spin multiplicity = 2

---

[5]
Density functional theory data (wB97M-V/def2-TZVPD) for one molecule with the formula C4H10BN.

```
16
Properties=species:S:1:pos:R:3:forces:R:3:nbo_charge:R:1
C 2.31005 0.18836 0.13232 2.5 2.7 -1.1 -1.0487
B 0.78042 0.11936 0.04991 -3.5 2.0 0.4 0.9153
C -0.07494 -1.20096 0.04241 -0.7 2.3 -2.1 -0.7700
C -1.50646 -0.66996 0.32318 -0.1 -1.0 -0.2 -0.4010
C -1.68909 0.69858 -0.25970 1.3 0.3 -2.0 -0.2138
N -0.35614 1.35028 -0.09962 2.7 -5.2 1.3 -0.8317
H 2.91749 -0.69793 0.33218 -0.5 -0.2 -0.2 0.2437
H 2.75499 0.97738 0.81718 -0.9 -0.8 -0.3 0.2615
H 2.71723 0.66334 -0.85655 -0.7 -1.0 1.3 0.2521
H 0.23388 -1.52989 -0.97392 -0.7 -0.3 0.0 0.2253
H 0.08285 -1.97517 0.69886 1.0 -1.8 1.5 0.2310
H -2.38735 -1.34896 0.29828 0.7 0.3 -0.6 0.2110
H -1.31777 -0.52663 1.34447 -0.5 0.5 2.0 0.1959
H -1.99939 0.60739 -1.35150 0.3 0.3 1.1 0.1643
H -2.36292 1.33607 0.26738 -1.0 0.1 0.3 0.1947
H -0.10285 2.00873 -0.76487 0.3 1.7 -1.3 0.3702
```
Forces are in eV/Å.

SMILES = CB1CCCN1
total charge = 0
DFT total energy = -237.99665 Ha
HOMO energy = -9.039 eV
LUMO = 0.7 eV
ΔE to the lowest compared entry with this formula, charge and spin = 87.5 kJ/mol

---

[6]
Density functional theory data (wB97M-V/def2-TZVPD) for one molecule with the formula C4H10BN.

```
16
Properties=species:S:1:pos:R:3:forces:R:3:lowdin_spin:R:1
B 0.90630 0.42104 1.50466 3.8 -2.8 2.0 0.0129
C 1.50112 -0.95641 1.03989 3.4 -1.1 4.9 0.0219
C -1.68266 -0.69617 -0.29447 -8.3 -8.4 -0.2 0.8392
C -0.76108 0.23328 -0.52452 8.8 7.7 0.2 0.7645
C -0.40931 0.88375 -1.85072 -1.0 0.6 0.8 0.0931
N -0.03467 0.79020 0.68266 -5.8 3.0 -3.2 0.0726
H 1.22038 1.05389 2.45738 -0.1 0.2 0.1 -0.0003
H 0.77313 -1.22670 0.39357 -1.3 -1.6 -3.0 0.0123
H 1.48769 -1.78878 1.88272 -0.1 1.7 -1.3 0.0007
H -1.81706 -1.37943 0.56750 0.8 0.8 -0.4 0.0542
H -2.24267 -1.20845 -1.18719 1.1 1.4 1.5 0.0425
H 2.60280 -0.95489 0.80228 -1.3 0.0 -0.6 0.0006
H 0.38326 0.37488 -2.43468 -0.3 0.1 0.2 0.0364
H -0.07425 1.97508 -1.68250 -0.5 -1.7 -0.3 0.0114
H -1.36303 0.85589 -2.45292 1.0 0.2 0.2 0.0140
H -0.48995 1.62283 1.09634 -0.2 -0.2 -1.0 0.0241
```
Forces are in eV/Å.

total charge = 0
DFT total energy = -237.80924 Ha
HOMO energy (spin up / spin down) = -5.656 / -10.356 eV
LUMO (spin up / spin down) = 0.8 / -2.3 eV
spin multiplicity = 3
ΔE to the lowest compared entry with this formula, charge and spin = 36.4 kJ/mol

---

[7]
Density functional theory data (wB97M-V/def2-TZVPD) for a 2-piece molecular cluster, C4H10Br overall.

```
15
Properties=species:S:1:pos:R:3:forces:R:3:lowdin_spin:R:1
Br 0.23536 -0.00575 -0.10278 0.4 0.0 0.0 0.9831
H -2.19590 0.02703 -0.08224 -1.1 -0.1 0.0 0.0079
C -3.30989 0.06291 -0.06019 -0.8 0.0 0.0 0.0063
C -3.92502 -1.32143 -0.04737 0.6 -0.4 0.0 0.0001
C -3.85306 0.79953 -1.26728 0.7 0.2 -0.3 0.0003
C -3.77781 0.79134 1.18205 0.7 0.1 0.3 0.0013
H -3.55081 -1.87087 0.81553 -0.2 -0.2 0.1 0.0000
H -5.02275 -1.26228 -0.01194 0.3 -0.1 0.0 0.0000
H -3.60808 -1.86406 -0.93787 -0.2 -0.2 -0.1 0.0001
H -3.41861 1.79911 -1.29356 -0.2 0.2 -0.1 0.0000
H -3.52758 0.28620 -2.17195 -0.2 0.0 -0.2 0.0000
H -4.94983 0.85786 -1.23475 0.3 0.0 -0.1 0.0002
H -3.33585 1.78758 1.18537 -0.2 0.2 0.2 0.0001
H -4.87417 0.85078 1.21932 0.3 0.0 0.1 0.0006
H -3.39134 0.26996 2.05788 -0.2 0.0 0.3 0.0000
```
Forces are in eV/Å.

total charge = 0
DFT total energy = -2732.36403 Ha
HOMO energy (spin up / spin down) = -10.856 / -10.616 eV
LUMO (spin up / spin down) = 1.1 / -3.8 eV
spin multiplicity = 2
ΔE to the lowest compared entry with this formula, charge and spin = 0.0 kJ/mol

---

[8]
Density functional theory data (wB97M-V/def2-TZVPD) for a 2-piece molecular cluster, C4H10Br2Si overall.

```
17
Properties=species:S:1:pos:R:3:forces:R:3:lowdin_spin:R:1
C -0.90919 1.04868 1.41132 -0.1 3.2 2.0 0.0020
C -0.87819 -1.50876 -0.06448 2.0 1.9 0.5 0.1078
C -0.88828 1.11310 -0.08395 -2.1 1.5 -1.0 0.1205
C -0.77542 -0.16403 -0.76859 -1.0 -2.2 -2.4 0.6899
Si 2.41334 -0.27691 -1.19880 0.5 0.7 0.4 0.5724
Br 2.89661 -2.19521 -0.23856 0.0 -0.4 0.0 0.1297
Br 3.27895 1.31359 0.19356 -0.3 -0.4 -0.5 0.1322
H -1.81960 0.67504 1.87428 -0.1 -0.4 -0.4 -0.0001
H -0.78198 2.10344 1.98193 -0.2 -2.1 -1.7 -0.0006
H -0.09225 0.48057 1.74514 1.1 -0.9 0.7 0.0004
H -1.72900 -1.87423 0.44713 -1.9 0.1 -0.1 0.0289
H -0.54067 -2.25482 -0.75017 0.4 -0.7 -0.1 0.0035
H -0.23949 -1.41027 0.84987 0.3 -0.5 -0.9 0.0190
H -1.91002 1.46700 -0.42693 0.7 0.2 0.3 0.0453
H -0.23929 1.90505 -0.49959 0.2 -0.4 0.3 0.0221
H -0.88584 -0.20786 -1.95573 0.3 0.3 2.7 0.0255
H 3.10032 -0.21438 -2.51643 0.1 0.0 0.0 0.1012
```
Forces are in eV/Å.

total charge = 0
DFT total energy = -5595.85261 Ha
HOMO energy (spin up / spin down) = -6.868 / -10.532 eV
LUMO (spin up / spin down) = 0.6 / -1.9 eV
spin multiplicity = 3
ΔE to the lowest compared entry with this formula, charge and spin = 0.0 kJ/mol